# 1
A cluster of 6 separate species, C12H32F12N4O4P2 in total. Source: the Open Molecules 2025 dataset; level of theory: ωB97M-V/def2-TZVPD.

Atoms and positions in Å:
C1 3.037 24.747 -7.196
C2 4.125 25.014 -6.273
O1 5.294 24.933 -6.523
N1 3.802 25.219 -4.831
H1 3.155 24.546 -4.404
H2 4.656 25.047 -4.296
C3 3.370 26.663 -4.511
H3 3.498 24.501 -8.155
H4 2.410 25.575 -7.537
H5 2.339 23.949 -6.940
H6 3.072 26.689 -3.466
H7 2.531 26.875 -5.167
H8 4.270 27.260 -4.623
C4 -1.659 25.191 -1.648
C5 -1.910 23.710 -1.357
O2 -2.940 23.279 -0.978
N2 -0.872 22.730 -1.883
H9 0.124 22.967 -1.825
H10 -0.859 21.908 -1.274
C6 -1.165 22.291 -3.316
H11 -1.962 25.799 -0.796
H12 -2.144 25.651 -2.505
H13 -0.609 25.414 -1.843
H14 -0.489 21.448 -3.430
H15 -1.050 23.072 -4.058
H16 -2.187 21.918 -3.352
C7 -3.515 32.047 -3.829
C8 -3.083 31.344 -5.082
O3 -2.071 31.546 -5.678
N3 -4.177 30.523 -5.742
H17 -4.976 31.160 -5.779
H18 -3.842 30.482 -6.707
C9 -4.504 29.219 -5.121
H19 -2.678 32.623 -3.446
H20 -3.855 31.286 -3.127
H21 -4.313 32.736 -4.117
H22 -3.671 28.516 -5.141
H23 -5.366 28.714 -5.552
H24 -4.744 29.318 -4.063
C10 -0.149 28.426 -8.721
C11 -1.003 27.979 -9.866
O4 -0.949 28.308 -11.004
N4 -1.915 26.777 -9.546
H25 -2.132 26.775 -8.541
H26 -2.801 27.090 -9.951
C12 -1.402 25.534 -10.250
H27 0.619 27.647 -8.705
H28 -0.686 28.419 -7.775
H29 0.404 29.353 -8.851
H30 -1.587 25.462 -11.318
H31 -2.095 24.786 -9.854
H32 -0.407 25.235 -9.940
P1 -1.348 26.027 -5.428
F1 -2.493 25.172 -4.691
F2 -1.648 27.241 -4.382
F3 -0.176 25.443 -4.491
F4 -0.128 26.839 -6.159
F5 -1.261 24.841 -6.543
F6 -2.453 26.769 -6.464
P2 2.657 21.844 -4.128
F7 1.927 23.273 -4.541
F8 1.445 21.181 -5.006
F9 3.488 22.078 -5.481
F10 3.406 20.495 -3.824
F11 3.601 22.817 -3.233
F12 1.722 21.580 -2.791

Computed properties:
Gap between HOMO and LUMO ... 0.373 Eh
Charge ... +2
Lowest unoccupied orbital energy ... -5.8 eV
Energy relative to the best compared isomer or geometry (same formula, charge and spin) ... 7.3 kcal per mole

Here are the natural (NBO) charges for atoms 1 to 4, given in e: -0.772 0.713 -0.435 -0.598

# 2
A structure of composition C12H32F4Mn2O8P2. Source: the Open Molecules 2025 dataset; level of theory: ωB97M-V/def2-TZVPD.

Atoms and positions in Å:
Mn1 -0.743 2.366 -2.677
Mn2 -2.326 -1.252 1.342
O1 -2.530 2.128 -1.610
P1 -3.167 1.914 -0.270
O2 -2.988 0.592 0.448
F1 -4.763 2.229 -0.389
F2 -2.535 3.065 0.808
O3 -0.581 -0.776 0.427
P2 0.440 0.164 -0.191
O4 -0.072 1.112 -1.236
F3 1.766 -0.619 -0.688
F4 0.991 1.043 1.044
C1 0.735 -3.026 3.024
C2 -0.313 -3.625 2.023
C3 -0.546 -5.103 2.327
O5 -1.580 -3.017 2.255
H1 1.060 -1.990 2.931
H2 1.623 -3.654 3.098
H3 0.279 -3.116 4.010
H4 -0.032 -3.512 0.976
H5 -0.093 -5.565 3.204
H6 0.109 -5.483 1.544
H7 -1.536 -5.533 2.173
H8 -1.783 -3.321 3.142
C4 -2.165 -3.958 -1.633
C5 -2.626 -2.444 -1.584
C6 -3.834 -1.895 -2.483
O6 -3.200 -2.260 -0.259
H9 -1.915 -4.122 -2.681
H10 -2.997 -4.619 -1.387
H11 -1.269 -4.175 -1.052
H12 -1.758 -1.821 -1.802
H13 -3.763 -1.962 -3.569
H14 -3.862 -0.810 -2.382
H15 -4.752 -2.370 -2.137
H16 -4.040 -2.707 -0.386
C7 1.400 2.891 4.124
C8 1.475 3.775 2.837
C9 2.696 3.673 1.981
O7 0.396 3.333 2.122
H17 1.679 1.847 3.983
H18 0.463 2.732 4.658
H19 2.208 3.100 4.826
H20 1.227 4.801 3.107
H21 3.596 4.065 2.456
H22 2.533 4.265 1.080
H23 3.021 2.659 1.751
H24 0.695 2.423 2.056
C10 3.155 1.789 -4.460
C11 2.307 2.050 -3.252
C12 3.153 2.900 -2.319
O8 1.194 2.805 -3.615
H25 3.386 2.655 -5.081
H26 2.551 1.143 -5.097
H27 4.120 1.390 -4.149
H28 1.933 1.097 -2.878
H29 3.440 3.871 -2.722
H30 4.090 2.415 -2.048
H31 2.695 3.071 -1.344
H32 1.351 3.366 -4.378

Computed properties:
Gap between HOMO and LUMO (spin up / spin down) ... 0.263 / 0.234 Eh
Charge ... +2
Spin multiplicity ... 11
Lowest unoccupied orbital energy (spin up / spin down) ... -6.8 / -7.6 eV
Energy relative to the best compared isomer or geometry (same formula, charge and spin) ... 13.0 kcal per mole

Here are the natural (NBO) charges for atoms 1 to 4, given in e: 1.784 1.737 -1.243 2.658

# 3
A structure of composition C12H32FNNbO3S. Source: the Open Molecules 2025 dataset; level of theory: ωB97M-V/def2-TZVPD.

Atoms and positions in Å:
O1 6.645 0.231 4.143
S1 6.400 1.374 3.305
O2 7.509 2.029 2.660
O3 5.659 2.415 4.264
C1 5.163 1.053 2.067
C2 4.501 -0.321 2.163
C3 3.380 -0.272 3.210
Nb1 1.587 0.989 2.912
H1 4.956 2.903 3.798
H2 5.709 1.205 1.131
H3 4.390 1.824 2.136
H4 4.090 -0.540 1.171
H5 5.250 -1.089 2.394
H6 3.827 -0.028 4.184
H7 2.881 -1.258 3.287
H8 0.126 -0.107 2.493
H9 1.924 1.044 1.064
H10 2.849 2.287 3.391
H11 0.883 0.923 4.634
H12 0.874 2.648 2.677
C4 -5.606 -1.647 -1.495
C5 -4.853 -0.880 -2.580
C6 -3.491 -1.440 -2.979
N1 -2.279 -0.966 -2.221
C7 -2.496 -1.060 -0.740
C8 -1.351 -0.481 0.067
C9 -1.117 0.966 -0.346
C10 -0.840 1.056 -1.844
C11 -1.958 0.462 -2.679
C12 -1.150 -1.842 -2.640
H13 -5.177 -1.529 -0.502
H14 -6.637 -1.299 -1.442
H15 -5.628 -2.715 -1.724
H16 -4.780 0.181 -2.338
H17 -5.456 -0.931 -3.489
H18 -3.271 -1.168 -4.011
H19 -3.512 -2.531 -2.910
H20 -3.391 -0.475 -0.535
H21 -2.692 -2.112 -0.514
H22 -1.611 -0.554 1.122
H23 -0.434 -1.062 -0.050
H24 -0.287 1.368 0.238
H25 -2.006 1.560 -0.101
H26 0.106 0.565 -2.081
H27 -0.728 2.078 -2.200
H28 -1.666 0.454 -3.740
H29 -2.875 1.040 -2.567
H30 -1.037 -1.759 -3.718
H31 -1.374 -2.869 -2.352
H32 -0.236 -1.517 -2.160
F1 -0.767 1.798 -4.553

Computed properties:
Gap between HOMO and LUMO ... 0.272 Eh
Charge ... -1
Lowest unoccupied orbital energy ... 2.0 eV

Here are the natural (NBO) charges for atoms 1 to 4, given in e: -0.939 2.359 -0.946 -0.896

# 4
A structure of composition C12H33AgN6O12. Source: the Open Molecules 2025 dataset; level of theory: ωB97M-V/def2-TZVPD.

Atoms and positions in Å:
Ag1 -8.534 2.444 -14.884
N1 -12.365 3.192 -14.695
O1 -12.445 4.226 -14.144
O2 -13.250 2.357 -14.552
O3 -11.327 2.892 -15.262
N2 -10.408 2.234 -11.803
O4 -9.754 2.072 -12.806
O5 -11.542 1.696 -11.758
O6 -10.029 2.877 -10.841
N3 -9.561 -0.959 -15.501
O7 -8.753 -1.904 -15.534
O8 -9.138 0.169 -15.233
O9 -10.777 -1.104 -15.707
C1 -5.834 0.167 -13.845
C2 -6.555 1.142 -12.837
C3 -5.807 1.267 -11.472
O10 -4.490 1.697 -11.792
C4 -3.942 2.272 -10.635
N4 -6.798 2.472 -13.457
H1 -4.857 0.569 -14.113
H2 -6.475 -0.010 -14.708
H3 -5.732 -0.727 -13.230
H4 -7.479 0.611 -12.610
H5 -5.727 0.303 -10.969
H6 -6.333 1.942 -10.797
H7 -3.866 1.442 -9.932
H8 -4.525 3.137 -10.318
H9 -2.926 2.612 -10.831
H10 -5.843 2.754 -13.626
H11 -6.942 3.189 -12.761
C5 -8.432 6.666 -15.825
C6 -7.996 5.676 -14.770
C7 -7.544 6.120 -13.379
O11 -7.140 4.999 -12.580
C8 -6.902 5.275 -11.189
N5 -9.037 4.731 -14.494
H12 -7.579 7.185 -16.262
H13 -9.057 7.459 -15.415
H14 -8.846 6.061 -16.632
H15 -7.146 5.135 -15.186
H16 -8.404 6.612 -12.926
H17 -6.654 6.722 -13.564
H18 -6.413 6.243 -11.085
H19 -6.467 4.485 -10.577
H20 -7.881 5.624 -10.863
H21 -9.983 5.041 -14.663
H22 -9.184 4.822 -13.499
C9 -9.005 3.345 -19.503
C10 -8.435 2.796 -18.208
C11 -6.950 3.180 -17.835
O12 -6.633 2.918 -16.439
C12 -5.300 2.918 -16.209
N6 -9.252 3.148 -17.050
H23 -8.734 2.663 -20.309
H24 -8.658 4.351 -19.742
H25 -10.080 3.515 -19.547
H26 -8.527 1.715 -18.308
H27 -6.689 4.233 -17.937
H28 -6.320 2.610 -18.518
H29 -5.035 2.927 -15.152
H30 -4.771 3.807 -16.553
H31 -4.805 2.059 -16.663
H32 -10.031 2.508 -17.108
H33 -9.608 4.080 -17.209

Computed properties:
Gap between HOMO and LUMO (spin up / spin down) ... 0.304 / 0.141 Eh
Charge ... 0
Spin multiplicity ... 3
Lowest unoccupied orbital energy (spin up / spin down) ... -0.1 / -4.0 eV

Here are the natural (NBO) charges for atoms 1 to 4, given in e: 1.336 0.722 -0.365 -0.255

Number 1: energy -78296.78590 eV. Number 2: energy -121425.56976 eV. Number 3: energy -35692.00955 eV. Number 4: energy -50470.07183 eV.